Entry 1:
C13H11BN3O6S2W | ωB97M-V/def2-TZVPD

For the relative energy (zero: lowest compared OMol25 entry of this formula, charge and spin), the calculation gives 250.9 kJ/mol. As for the spin multiplicity: 1. As for the charge: +3. The calculation puts the LUMO energy at -14.62 eV. As for the HOMO energy: -0.7283 hartree. The value obtained for the energy is -2004.72121 Eh.

Each line ends with the natural charge from an NBO analysis.
Geometry (Å):
W -0.733 -0.037 0.100  2.3636
O 2.478 -0.100 -2.087  -0.7251
S 1.590 0.493 -1.187  2.3402
O 0.048 0.240 -1.634  -0.7510
O 1.356 -0.121 0.175  -0.9035
C 1.971 2.147 -0.735  -0.3964
C 3.059 2.697 -1.378  -0.0796
C 3.657 3.863 -0.870  -0.1141
C 3.190 4.431 0.296  -0.1124
C 2.066 3.893 0.945  -0.1122
C 1.456 2.763 0.445  -0.2947
S -0.162 2.444 1.041  2.3315
O -0.687 3.428 1.880  -0.7143
O -0.357 0.940 1.683  -0.7541
O -0.866 2.037 -0.215  -0.8695
H 3.485 2.208 -2.247  0.2884
H 4.502 4.287 -1.395  0.2870
H 3.660 5.313 0.711  0.2870
H 1.650 4.398 1.810  0.2898
B -5.197 0.330 -0.042  -0.6318
C -3.783 0.142 0.011  0.7102
N -2.558 -0.055 -0.017  -0.7302
H -5.645 -0.135 0.995  0.2546
H -5.394 1.522 -0.199  0.2576
H -5.367 -0.369 -1.044  0.2555
N 2.918 -5.306 -0.049  -0.0827
C 1.885 -4.818 0.057  0.1714
C 0.599 -4.195 0.167  -0.1311
C -0.577 -4.940 0.319  0.0534
C -1.783 -4.252 0.419  -0.2170
C -1.797 -2.887 0.356  0.1107
N -0.651 -2.126 0.208  -0.5812
C 0.534 -2.821 0.124  0.1247
H -0.541 -6.023 0.357  0.2930
H -2.719 -4.781 0.541  0.2957
H -2.732 -2.356 0.422  0.2278
H 1.444 -2.253 0.036  0.2589

Entry 2:
C38H39FI2N3O2PSn | ωB97M-V/def2-TZVPD

For the relative energy (zero: lowest compared OMol25 entry of this formula, charge and spin), the calculation gives 228.8 kJ/mol. As for the spin multiplicity: 1. As for the charge: +2. The calculation puts the LUMO energy (alpha / beta) at -8.08 / -8.42 eV. As for the HOMO energy (alpha / beta): -0.4692 / -0.4755 hartree. The value obtained for the energy is -3036.48754 Eh.

Each line ends with the Mulliken charge.
Geometry (Å):
Sn 10.349 9.977 12.414  2.1739
C 8.655 8.392 16.588  -1.4765
C 9.678 7.360 16.202  1.4514
C 10.386 6.698 17.197  -0.8788
C 11.266 5.668 16.854  -0.7314
C 11.572 5.467 15.507  -0.8711
C 11.002 6.240 14.486  0.8092
C 11.598 6.173 13.105  -0.6447
C 9.984 7.188 14.801  -0.6938
N 9.243 7.858 13.823  0.8124
C 7.931 7.708 13.710  -0.1379
C 7.192 6.422 14.148  -1.6092
C 7.153 8.751 13.068  0.7874
C 5.669 8.550 13.041  -1.8977
N 7.777 9.747 12.398  0.3910
C 7.151 10.862 11.900  -0.4023
C 6.613 11.878 12.831  1.1385
C 6.887 11.735 14.293  -1.2158
C 5.947 12.991 12.292  -0.8478
C 5.878 13.211 10.904  -0.9348
C 6.352 12.272 10.043  -0.7982
C 6.907 11.070 10.518  1.2139
C 7.311 10.017 9.521  -1.4385
H 8.955 8.802 17.584  0.5556
H 7.631 7.961 16.747  0.2493
H 8.575 9.257 15.882  0.0358
H 10.157 6.891 18.250  0.4769
H 11.737 5.050 17.578  0.4840
H 12.184 4.630 15.333  0.5404
H 11.742 5.116 12.733  0.5047
H 12.568 6.801 13.081  -0.1836
H 10.883 6.709 12.481  0.0146
H 7.919 5.592 14.347  0.3292
H 6.547 6.149 13.347  0.5470
H 6.559 6.584 15.052  0.3069
H 5.428 7.691 12.451  0.5250
H 5.193 9.394 12.554  0.3892
H 5.162 8.516 13.999  0.3859
H 7.910 11.505 14.598  -0.0483
H 6.286 10.965 14.740  0.3231
H 6.537 12.684 14.763  0.4701
H 5.435 13.665 13.011  0.4089
H 5.405 14.095 10.533  0.4982
H 6.258 12.468 8.997  0.5174
H 6.512 9.283 9.267  0.3246
H 8.152 9.480 9.946  0.1121
H 7.547 10.564 8.585  0.4594
I 9.810 14.480 10.071  0.2338
C 11.098 13.105 9.349  -0.1621
C 12.141 13.437 8.399  -0.4855
C 12.978 12.470 7.935  -0.2690
I 14.315 13.089 6.454  0.2459
C 12.840 11.127 8.415  1.0785
C 13.672 10.070 7.911  -1.0027
C 13.391 8.767 8.368  -0.7692
C 12.440 8.513 9.372  -0.1530
N 11.747 9.483 9.919  0.1894
C 11.934 10.754 9.485  -0.0425
C 10.996 11.792 9.991  0.4605
O 10.197 11.538 10.996  -0.6745
H 12.243 14.485 8.064  0.3733
H 14.495 10.234 7.233  0.3183
H 13.877 7.863 7.884  0.3677
H 12.225 7.429 9.649  0.2322
F 9.781 11.175 14.024  -0.6473
C 12.922 10.248 15.357  -1.1051
P 13.206 10.348 13.506  1.1976
C 14.654 9.187 13.202  -1.6253
C 13.972 11.946 13.403  0.2351
C 13.287 13.076 13.891  -0.5659
C 13.905 14.269 13.944  -0.4677
C 15.180 14.481 13.452  -0.7606
C 15.785 13.377 12.863  -0.5557
C 15.179 12.092 12.783  -0.4520
H 13.488 11.018 15.830  0.5178
H 13.053 9.258 15.852  0.3889
H 11.855 10.591 15.456  0.1926
H 15.445 9.634 13.786  0.5490
H 14.881 9.288 12.158  0.4083
H 14.466 8.141 13.496  0.3633
H 12.256 12.915 14.237  0.3709
H 13.405 15.137 14.441  0.3795
H 15.717 15.407 13.393  0.4529
H 16.777 13.403 12.396  0.3825
H 15.648 11.275 12.258  0.3730
O 10.590 4.140 9.100  -0.1810
C 10.972 4.630 10.057  0.1827

Entry 3:
C43H78N4O4 | ωB97M-V/def2-TZVPD

As for the spin multiplicity: 1. Its structure (SMILES) is CCCCCCCCCCCCCCCCCCc1nc2c(N)cccc2nc1CN.C1CCOC1.C1CCOC1.C1CCOC1.C1CCOC1. The calculation puts the LUMO energy at -0.04 eV. As for the HOMO energy: -0.3005 hartree. The value obtained for the energy is -2205.16843 Eh.

Each line ends with the Mulliken charge.
Geometry (Å):
C -5.150 -5.798 3.236  -1.3153
C -3.782 -5.744 3.920  -0.1028
C -2.570 -5.820 2.955  -0.7746
C -2.827 -5.345 1.531  -0.3917
C -1.524 -5.089 0.736  -0.8152
C -1.489 -3.759 -0.040  -0.6993
C -1.566 -3.916 -1.568  -0.2276
C -0.673 -2.943 -2.354  -0.8875
C -1.442 -1.804 -3.015  0.4428
C -0.596 -1.027 -4.006  -0.7309
C -1.303 0.219 -4.561  -0.9909
C -0.991 1.481 -3.763  -0.4438
C -1.157 2.786 -4.557  -0.9317
C 0.175 3.440 -4.984  -0.9895
C 0.486 4.718 -4.203  -1.1232
C 1.216 4.403 -2.899  0.9626
C 1.342 5.634 -1.992  -0.9657
C 1.341 5.366 -0.487  -1.5243
C 2.312 4.294 -0.088  0.1321
N 3.555 4.674 0.028  -0.3005
C 4.449 3.701 0.368  0.9380
C 5.817 4.051 0.528  0.1637
N 6.223 5.387 0.294  -0.5938
C 6.741 3.075 0.851  -0.6466
C 6.345 1.737 1.043  -0.8800
C 5.018 1.390 0.917  -0.8001
C 4.063 2.373 0.578  0.1343
N 2.750 2.011 0.465  -0.3468
C 1.898 2.941 0.142  1.0334
C 0.459 2.482 0.057  -1.3231
N 0.430 1.194 -0.661  -0.3948
H -5.343 -4.865 2.716  0.2801
H -5.178 -6.640 2.551  0.3462
H -5.946 -5.926 3.964  0.3919
H -3.712 -4.861 4.546  0.0187
H -3.746 -6.592 4.602  0.3205
H -1.755 -5.253 3.399  0.4189
H -2.250 -6.861 2.947  0.2376
H -3.401 -6.107 1.016  0.1911
H -3.408 -4.428 1.568  0.3024
H -0.692 -5.131 1.437  0.4735
H -1.389 -5.928 0.058  0.4106
H -2.347 -3.172 0.283  0.3726
H -0.593 -3.219 0.253  0.3127
H -1.253 -4.929 -1.812  0.4670
H -2.598 -3.837 -1.890  -0.1269
H -0.131 -3.493 -3.124  0.3707
H 0.089 -2.539 -1.688  0.2531
H -1.796 -1.140 -2.223  0.1804
H -2.304 -2.243 -3.512  -0.3719
H 0.321 -0.717 -3.504  0.3869
H -0.302 -1.703 -4.807  0.4213
H -2.373 0.012 -4.557  0.4034
H -1.013 0.334 -5.606  0.4324
H 0.018 1.403 -3.374  0.3184
H -1.689 1.516 -2.927  0.1972
H -1.763 2.624 -5.443  0.5108
H -1.672 3.503 -3.921  0.4767
H 0.144 3.660 -6.048  0.4504
H 1.006 2.756 -4.825  0.4430
H -0.443 5.249 -3.999  0.4962
H 1.130 5.368 -4.795  0.3688
H 0.695 3.578 -2.415  -0.5541
H 2.215 4.066 -3.166  0.0668
H 2.233 6.192 -2.265  0.3276
H 0.507 6.295 -2.223  0.5788
H 1.677 6.282 -0.007  0.3981
H 0.342 5.183 -0.105  0.5902
H 5.537 6.046 0.642  0.2813
H 7.071 5.558 0.819  0.2827
H 7.793 3.303 0.942  0.4462
H 7.062 0.963 1.263  0.4529
H 4.694 0.373 1.060  0.4733
H -0.162 3.184 -0.477  0.5994
H 0.132 2.350 1.092  0.4388
H -0.540 0.911 -0.766  0.1142
H 0.860 0.486 -0.080  0.2122
C 7.501 3.841 -4.265  -0.6468
C 6.966 3.274 -2.953  -0.1964
C 5.466 3.262 -3.207  0.0228
O 5.298 3.054 -4.613  -0.4479
C 6.553 3.212 -5.278  -0.5469
H 8.546 3.600 -4.456  0.3741
H 7.394 4.928 -4.273  0.2911
H 7.333 2.254 -2.811  0.2755
H 7.236 3.859 -2.075  0.1583
H 5.012 4.222 -2.938  0.0008
H 4.948 2.470 -2.662  0.1230
H 6.907 2.224 -5.593  0.2863
H 6.411 3.828 -6.167  0.3038
C 2.417 3.516 5.242  -0.6588
C 3.122 3.399 3.894  0.0216
C 4.560 3.136 4.316  -0.0936
O 4.491 2.423 5.554  -0.4662
C 3.157 2.469 6.064  -0.5168
H 1.344 3.336 5.195  0.3454
H 2.577 4.511 5.664  0.3042
H 2.731 2.543 3.338  0.0149
H 3.023 4.285 3.267  0.2266
H 5.102 4.074 4.485  0.2218
H 5.114 2.542 3.588  0.0218
H 2.704 1.479 5.943  0.2634
H 3.188 2.707 7.128  0.3382
C -5.357 -2.329 8.363  -0.5737
C -5.664 -3.740 8.856  -0.5335
C -5.844 -4.491 7.544  -0.4372
O -4.991 -3.852 6.593  -0.3022
C -4.518 -2.612 7.125  -0.4822
H -4.836 -1.712 9.094  0.3288
H -6.282 -1.819 8.084  0.2680
H -4.809 -4.139 9.406  0.2686
H -6.540 -3.800 9.500  0.3329
H -6.877 -4.425 7.186  0.2715
H -5.571 -5.545 7.617  0.2644
H -3.459 -2.725 7.381  0.2972
H -4.609 -1.838 6.363  0.2929
C -6.733 -4.989 -3.639  -0.5808
C -6.112 -4.135 -4.740  -0.6294
C -4.900 -3.550 -4.029  -0.3935
O -4.486 -4.524 -3.066  -0.3236
C -5.496 -5.528 -2.934  -0.5019
H -7.384 -5.779 -4.010  0.3621
H -7.313 -4.362 -2.958  0.2668
H -5.793 -4.768 -5.570  0.2697
H -6.780 -3.369 -5.133  0.3736
H -5.156 -2.625 -3.500  0.2672
H -4.071 -3.342 -4.707  0.2520
H -5.137 -6.447 -3.410  0.2948
H -5.664 -5.729 -1.875  0.2571

no.,molar mass (g mol⁻¹)
1,564.032
2,992.240
3,715.121